No. 1
This record from OMol25 describes a 3-piece molecular cluster, C6H20N2O2 overall at a distorted geometry. The level of theory is ωB97M-V/def2-TZVPD.

Summary:
ΔE to the lowest compared entry with this formula, charge and spin, eV: 1.679
Molar mass, g mol⁻¹: 152.24
E_HOMO, eV: -8.41
Frontier orbital gap, hartree: 0.33755
Structure (SMILES): CCN[C@H](C)CNC.O.O

Each line ends with the Löwdin charge.
Element x y z (Å)
C1 1.42 -0.46 3.25  -0.07
C2 1.12 0.20 1.88  -0.25
N1 0.39 -0.71 0.96  -0.05
C3 -0.74 -0.05 0.28  -0.40
C4 -2.05 -0.39 0.99  -0.06
C5 -0.95 -0.50 -1.18  -0.22
N2 0.10 -0.10 -2.08  -0.11
C6 -0.31 0.36 -3.40  -0.14
H1 1.01 0.19 4.01  0.07
H2 2.46 -0.73 3.29  0.07
H3 0.73 -1.30 3.39  0.07
H4 1.88 0.82 1.41  0.11
H5 0.37 0.95 2.08  0.08
H6 0.06 -1.49 1.51  0.09
H7 -0.55 1.01 0.26  0.11
H8 -2.31 -1.45 0.99  0.08
H9 -2.10 -0.14 2.05  0.08
H10 -2.79 0.25 0.51  0.08
H11 -0.97 -1.60 -1.08  0.13
H12 -1.92 -0.17 -1.54  0.11
H13 0.84 -0.76 -2.24  0.07
H14 -0.33 1.44 -3.50  0.06
H15 0.40 0.01 -4.14  0.08
H16 -1.31 0.04 -3.70  0.07
O1 -0.41 3.73 -0.30  -0.06
H17 -1.37 3.62 -0.39  0.04
H18 -0.07 2.99 -0.83  0.02
O2 2.36 -2.06 -1.23  -0.08
H19 1.83 -1.81 -0.45  0.01
H20 3.22 -1.89 -0.81  0.04

---

No. 2
This record from OMol25 describes a single C6H20N2Si2 molecule at a distorted geometry. The level of theory is ωB97M-V/def2-TZVPD.

Summary:
ΔE to the lowest compared entry with this formula, charge and spin, eV: 0.000
Molar mass, g mol⁻¹: 176.41
E_HOMO, eV: -8.26
Frontier orbital gap, hartree: 0.33195
Structure (SMILES): CC(C)[Si](N)(N[SiH3])C(C)C

Each line ends with the Löwdin charge.
Element x y z (Å)
C1 0.83 -1.10 2.97  -0.17
C2 1.16 -0.08 1.91  -0.40
C3 1.02 1.34 2.43  -0.17
Si1 -0.24 -0.38 0.11  0.52
N1 -1.04 -1.90 0.06  -0.04
N2 -1.50 0.82 0.12  -0.27
Si2 -2.94 0.90 -0.85  0.51
C4 0.95 -0.26 -1.39  -0.48
C5 1.18 1.19 -1.80  -0.13
C6 0.49 -1.08 -2.59  -0.14
H1 -0.19 -0.96 3.33  0.07
H2 0.92 -2.11 2.59  0.06
H3 1.50 -1.00 3.83  0.07
H4 2.16 -0.24 1.52  0.08
H5 0.01 1.53 2.78  0.06
H6 1.26 2.07 1.66  0.06
H7 1.70 1.51 3.27  0.07
H8 -0.50 -2.73 -0.10  0.03
H9 -1.79 -2.08 0.71  0.03
H10 -1.38 1.56 0.79  0.02
H11 -4.09 0.38 -0.10  -0.09
H12 -2.73 0.10 -2.05  -0.08
H13 -3.16 2.31 -1.17  -0.09
H14 1.92 -0.67 -1.09  0.10
H15 0.24 1.66 -2.09  0.06
H16 1.59 1.76 -0.97  0.06
H17 1.87 1.26 -2.64  0.07
H18 -0.48 -0.72 -2.95  0.06
H19 0.38 -2.13 -2.34  0.06
H20 1.20 -1.00 -3.42  0.07

---

No. 3
This record from OMol25 describes a 3-piece molecular cluster, C6H20N3Si overall at a distorted geometry. The level of theory is ωB97M-V/def2-TZVPD.

Summary:
ΔE to the lowest compared entry with this formula, charge and spin, eV: 2.380
Total charge: +1
Spin multiplicity: 3
Molar mass, g mol⁻¹: 162.33
E_HOMO (alpha / beta), eV: -11.03 / -12.33
Frontier orbital gap (alpha / beta), hartree: 0.29262 / 0.26061
Expectation value of S²: 2.010

Each line ends with the Löwdin charge.
Element x y z (Å)
C1 0.35 -0.46 -0.61  -0.08
C2 -2.69 -2.64 1.04  -0.15
C3 -0.37 -3.20 1.22  -0.13
C4 1.96 1.93 1.16  -0.11
C5 1.78 2.60 -1.17  -0.11
C6 -0.99 -0.90 -0.52  -0.14
N1 -1.97 -0.80 -1.33  -0.08
N2 -1.36 -2.19 1.28  -0.07
N3 1.07 2.17 0.03  -0.23
Si1 -1.91 -0.06 -2.99  0.74
H1 1.01 -1.00 0.06  0.08
H2 0.72 -0.49 -1.64  0.09
H3 0.43 0.64 -0.30  0.08
H4 -2.80 -3.30 0.17  0.10
H5 -3.00 -3.21 1.92  0.10
H6 -3.36 -1.78 0.98  0.08
H7 -0.46 -3.77 2.16  0.10
H8 -0.48 -3.92 0.39  0.11
H9 0.62 -2.76 1.21  0.07
H10 2.54 2.82 1.43  0.09
H11 1.38 1.62 2.02  0.09
H12 2.66 1.14 0.89  0.08
H13 2.37 3.50 -1.00  0.09
H14 2.45 1.80 -1.48  0.08
H15 1.06 2.79 -1.96  0.08
H16 -2.84 -1.23 -1.03  0.08
H17 0.38 2.87 0.29  0.12
H18 -1.60 1.34 -2.75  -0.06
H19 -3.24 -0.37 -3.48  -0.06
H20 -0.81 -0.78 -3.64  -0.05

---

No. 4
This record from OMol25 describes C6H20O7Ti as an isolated structure at a distorted geometry. The level of theory is ωB97M-V/def2-TZVPD.

Summary:
ΔE to the lowest compared entry with this formula, charge and spin, eV: 3.621
Total charge: +1
Spin multiplicity: 4
Molar mass, g mol⁻¹: 252.09
E_HOMO (alpha / beta), eV: -10.91 / -12.26
Frontier orbital gap (alpha / beta), hartree: 0.25472 / 0.30452
Expectation value of S²: 3.750

Each line ends with the Löwdin charge.
Element x y z (Å)
Ti1 8.05 -12.04 10.20  0.92
C1 3.33 -10.77 10.50  -0.24
C2 3.53 -11.16 11.96  -0.23
O1 4.87 -10.92 12.36  -0.09
O2 3.99 -11.62 9.53  -0.07
H1 3.70 -9.75 10.39  0.11
H2 2.26 -10.65 10.33  0.12
H3 3.25 -12.21 12.04  0.12
H4 2.94 -10.50 12.59  0.13
H5 5.01 -10.73 13.29  0.09
H6 3.67 -11.36 8.67  0.08
C3 9.66 -15.69 7.82  -0.24
C4 8.22 -16.01 7.93  -0.25
O3 7.87 -15.99 9.31  -0.08
O4 9.77 -14.28 7.69  -0.08
H7 10.15 -16.23 7.01  0.13
H8 10.21 -15.96 8.72  0.13
H9 7.87 -16.98 7.58  0.13
H10 7.59 -15.37 7.31  0.12
H11 7.02 -16.43 9.38  0.09
H12 10.70 -14.11 7.52  0.09
C5 12.07 -9.97 14.31  -0.21
C6 11.35 -11.36 14.34  -0.24
O5 11.40 -11.95 13.07  -0.08
O6 13.52 -10.06 14.23  -0.07
H13 11.83 -9.32 15.15  0.11
H14 11.73 -9.34 13.49  0.11
H15 10.31 -11.26 14.66  0.11
H16 11.74 -12.02 15.11  0.12
H17 12.12 -12.59 13.00  0.09
H18 13.88 -10.15 15.12  0.08
O7 7.73 -8.13 10.45  -0.06
H19 7.55 -7.72 11.30  0.04
H20 7.49 -7.47 9.81  0.04

---

Question: Which value of molar mass does entry 3 give?
Answer: 162.33 g mol⁻¹

---

Question: The highest ΔE to the lowest compared entry with this formula, charge and spin belongs to which entry?
Answer: C6H20O7Ti

---

Question: Among the records above, which one has the lowest molar mass?
Answer: C6H20N2O2

---

Question: Look up the molar mass of the first one.
Answer: 152.24 g mol⁻¹